No. 1
C6H10O | wB97M-V/def2-TZVPD

Properties
SMILES = C1=CCCOCC1
Kohn-Sham gap = 10.3 eV
HOMO level = -0.3398 Ha
charge = 0
calculated total energy = -309.8174 a.u.

Structure (XYZ):
```
17
Properties=species:S:1:pos:R:3:forces:R:3
C 1.53316 -0.47100 0.17465 0.00 0.15 -0.11
C 1.25419 0.37806 -0.81359 0.02 -0.06 0.08
C -0.05456 1.10091 -1.04551 -0.08 0.04 0.09
C -1.32483 0.24014 -1.03939 -0.06 0.14 -0.27
O -1.45259 -0.70051 0.00840 0.01 -0.15 -0.02
C -0.80574 -0.40159 1.22260 0.10 0.10 0.18
C 0.61012 -0.96560 1.25177 -0.04 0.01 -0.02
H 2.54439 -0.87648 0.22516 -0.15 0.06 -0.07
H 2.05692 0.62275 -1.50546 -0.06 -0.05 0.06
H -0.15586 1.90317 -0.30379 0.02 -0.08 -0.10
H -0.03040 1.61185 -2.01678 0.01 -0.12 0.16
H -2.19591 0.91273 -1.03419 0.09 -0.01 0.04
H -1.38848 -0.34549 -1.96204 0.10 0.04 0.09
H -0.79189 0.67731 1.42001 -0.03 -0.05 -0.02
H -1.40431 -0.86186 2.01689 0.11 0.04 -0.11
H 1.05056 -0.77107 2.23535 0.04 0.05 0.01
H 0.55522 -2.05332 1.16593 -0.08 -0.09 0.02
```
Positions in Å, forces in eV/Å.

These are the Mulliken partial charges, in e, on atoms 1 to 4: -0.46, -0.23, -0.70, -0.45

=====

No. 2
C6H10O | wB97M-V/def2-TZVPD

Properties
Kohn-Sham gap = 10.3 eV
HOMO level = -0.3443 Ha
charge = 0
calculated total energy = -309.8035 a.u.

Structure (XYZ):
```
17
Properties=species:S:1:pos:R:3:forces:R:3
C -0.83864 0.09021 1.69197 0.02 0.05 0.01
C -0.14672 0.02833 0.34859 -0.13 -0.03 0.16
C -0.65145 0.77968 -0.89819 -0.23 0.02 -0.11
C 0.68606 0.25904 -1.47116 0.08 0.25 -0.20
C 1.26503 0.55083 -0.06042 0.04 -0.12 0.39
O 0.52135 -1.15326 -1.51686 0.03 -0.09 -0.05
C 0.00291 -1.40012 -0.20839 -0.18 -0.14 0.25
H -1.88235 -0.22321 1.55695 0.14 0.08 0.07
H -0.84240 1.09282 2.12850 0.04 -0.08 -0.10
H -0.39136 -0.59978 2.41943 0.03 0.16 -0.15
H -1.59162 0.46521 -1.35965 0.14 -0.01 -0.08
H -0.62554 1.85981 -0.72192 -0.12 -0.17 -0.13
H 1.09948 0.60983 -2.41819 0.08 0.01 0.28
H 1.47732 1.61998 0.05129 -0.30 -0.24 0.30
H 2.04176 -0.06179 0.39490 0.48 0.07 -0.55
H -0.94452 -1.94780 -0.26086 0.03 0.11 -0.07
H 0.72093 -2.00026 0.37022 -0.14 0.12 -0.03
```
Positions in Å, forces in eV/Å.

These are the Mulliken partial charges, in e, on atoms 1 to 4: -1.66, 0.69, -0.58, -0.11

=====

No. 3
C6H10O | wB97M-V/def2-TZVPD

Properties
SMILES = C[C@H]1CC=C[C@H]1O
Kohn-Sham gap = 10.0 eV
HOMO level = -0.3362 Ha
charge = 0
calculated total energy = -309.7785 a.u.

Structure (XYZ):
```
17
Properties=species:S:1:pos:R:3:forces:R:3
C -0.07200 2.08763 -0.64126 0.37 -0.16 0.21
C -0.21755 0.74652 0.16523 0.16 -0.34 0.15
C -0.89231 -0.21647 -0.80315 0.13 -0.05 -0.14
C -0.83175 -1.58628 -0.21702 0.19 -0.11 -0.07
C 0.14206 -1.69944 0.67644 -0.20 0.14 -0.05
C 0.80275 -0.39242 1.06127 -0.64 0.43 -0.10
O 2.21569 -0.56840 1.12843 0.01 0.51 -0.75
H 0.41374 1.96810 -1.61841 0.17 -0.15 0.33
H -1.09202 2.44951 -0.89322 0.39 -0.40 0.34
H 0.40362 2.92218 -0.12126 0.15 -0.26 0.12
H -0.85557 1.01393 1.01624 -0.14 -0.28 -0.23
H -0.17470 -0.23945 -1.63000 -0.30 -0.11 -0.46
H -1.85475 0.08272 -1.23276 0.09 0.12 0.38
H -1.43011 -2.40843 -0.59381 0.16 -0.01 -0.02
H 0.52611 -2.66735 1.00378 -0.18 0.34 0.42
H 0.55084 -0.08363 2.07683 -0.09 -0.13 -0.01
H 2.47171 -1.41238 0.72510 -0.28 0.48 -0.10
```
Positions in Å, forces in eV/Å.

These are the Mulliken partial charges, in e, on atoms 1 to 4: -1.29, 0.18, -0.72, -0.52

=====

No. 4
C6H10O | wB97M-V/def2-TZVPD

Properties
SMILES = O[C@@H]1C=CCCC1
Kohn-Sham gap = 10.5 eV
HOMO level = -0.3494 Ha
charge = 0
calculated total energy = -309.8403 a.u.

Structure (XYZ):
```
17
Properties=species:S:1:pos:R:3:forces:R:3
O 1.67040 -0.63624 1.31652 0.14 -0.39 0.08
C 1.29283 -0.41280 -0.04110 -0.16 0.09 -0.34
C 1.08878 1.06838 -0.24026 -0.15 0.11 0.02
C -0.11722 1.63064 -0.30700 0.13 -0.06 0.00
C -1.40978 0.87701 -0.14137 0.01 -0.01 0.01
C -1.17669 -0.55796 0.33914 -0.03 0.00 0.03
C 0.01821 -1.18954 -0.37340 -0.03 -0.02 -0.03
H 1.76891 -1.59685 1.41476 0.06 0.38 0.10
H 2.11232 -0.73697 -0.70411 -0.16 0.01 0.10
H 1.98080 1.68229 -0.34606 -0.11 -0.09 0.05
H -0.19709 2.70135 -0.49091 0.05 -0.13 0.04
H -1.96168 0.89281 -1.09419 0.12 -0.05 0.12
H -2.04793 1.41179 0.57489 0.10 -0.07 -0.12
H -0.95166 -0.54444 1.41248 -0.09 0.01 -0.13
H -2.08166 -1.15820 0.19684 0.12 0.07 0.03
H 0.14596 -2.23401 -0.05530 -0.03 0.13 -0.09
H -0.13448 -1.19727 -1.46092 0.02 0.02 0.13
```
Positions in Å, forces in eV/Å.

These are the Mulliken partial charges, in e, on atoms 1 to 4: -0.55, 0.22, -0.64, -0.27

=====

No. 5
C6H10O | wB97M-V/def2-TZVPD

Properties
Kohn-Sham gap (spin up / spin down) = 8.6 / 6.5 eV
HOMO level (spin up / spin down) = -0.3119 / -0.2838 Ha
charge = 0
calculated total energy = -309.6934 a.u.

Structure (XYZ):
```
17
Properties=species:S:1:pos:R:3:forces:R:3
O -0.42912 2.20115 1.08489 -0.31 -0.14 -0.49
C -1.02823 2.05799 0.01827 0.01 0.40 0.06
C -1.27417 0.79084 -0.60818 -0.51 0.23 0.24
C -1.10787 -0.41587 0.18009 0.83 -1.33 0.38
C 0.34131 -1.15192 -0.07333 -0.46 1.01 -0.79
C 1.22050 -0.01192 -0.58997 -1.09 0.87 -1.35
C 1.17726 -1.51519 1.01086 0.38 -1.10 1.67
H -1.41928 2.93809 -0.53348 0.19 -0.03 0.14
H -1.79043 0.76952 -1.56528 0.11 0.04 0.15
H 0.40398 0.61826 -1.20334 1.52 -0.62 0.23
H -1.85332 -1.16891 -0.08120 -0.05 0.10 0.34
H -1.04743 -0.20933 1.24648 -0.56 0.18 -0.02
H 0.20648 -1.94784 -0.80844 0.16 0.15 -0.02
H 2.05757 -0.38369 -1.17259 0.13 0.31 -0.08
H 1.50963 0.70425 0.18465 0.07 -0.25 -0.06
H 1.74742 -2.45355 1.05900 -0.42 0.44 -0.04
H 1.28572 -0.82189 1.85158 0.02 -0.26 -0.35
```
Positions in Å, forces in eV/Å.

These are the Mulliken partial charges, in e, on atoms 1 to 4: -0.52, -0.03, -0.50, -0.63

=====

No. 6
C6H10O | wB97M-V/def2-TZVPD

Properties
Kohn-Sham gap = 10.3 eV
HOMO level = -0.3445 Ha
charge = 0
calculated total energy = -309.8074 a.u.

Structure (XYZ):
```
17
Properties=species:S:1:pos:R:3:forces:R:3
C 1.69842 -0.82692 -0.07312 0.02 -0.01 0.02
C 0.35373 -0.13142 0.00674 0.19 -0.04 0.01
C -0.52666 0.19154 -1.23490 0.02 0.05 -0.17
C -1.58456 0.38722 -0.13524 -0.32 -0.12 -0.13
C -0.92484 -0.78890 0.60262 -0.05 -0.11 0.14
O -1.11073 1.53545 0.57802 -0.04 0.10 0.03
C 0.28377 1.22610 0.71471 0.27 -0.01 0.06
H 2.20975 -0.59653 -1.01320 -0.05 0.03 0.12
H 1.58484 -1.91375 -0.01630 -0.01 0.12 -0.07
H 2.36020 -0.52319 0.74573 -0.10 -0.05 -0.06
H -0.26551 1.06876 -1.83681 -0.03 -0.12 0.09
H -0.70523 -0.68251 -1.86738 0.01 0.10 0.13
H -2.65508 0.48067 -0.31793 0.17 -0.03 0.02
H -1.13570 -1.76190 0.14880 0.03 0.17 0.05
H -1.03622 -0.82723 1.69110 0.02 0.03 -0.14
H 0.89480 1.99945 0.23094 -0.08 -0.11 0.04
H 0.55901 1.16316 1.77624 -0.05 0.00 -0.15
```
Positions in Å, forces in eV/Å.

These are the Mulliken partial charges, in e, on atoms 1 to 4: -1.56, 0.73, -0.63, -0.11